Computed, not measured: an isolated molecule of C5H8OS2, with ωB97M-V/def2-TZVPD.

Summary:
- energy (eV) = -29032.14720
- Kohn-Sham gap (eV) = 8.2
- molecular weight (g mol⁻¹) = 148.3
- relative energy (zero: lowest compared OMol25 entry of this formula, charge and spin) (eV) = 0.5341
- maximum force (eV/A) = 1.11
- HOMO energy (eV) = -8.846

Last columns: bonded neighbours and bond lengths (Å).
CARTESIAN COORDINATES (ANGSTROEM)
1 C 2.423 0.099 -0.078  C2 1.511, H6 1.092, H7 1.084, H8 1.082
2 C 1.151 0.851 -0.392  C1 1.511, C3 1.504, H9 1.092, H10 1.114
3 C -0.002 0.427 0.476  C2 1.504, C4 1.526, O14 1.211
4 C -1.341 1.117 0.234  C3 1.526, S15 1.638, S16 1.734
5 C -2.190 -1.563 -0.029  H11 1.106, H12 1.065, H13 1.100, S16 1.812
6 H 2.277 -0.977 -0.192  C1 1.092
7 H 2.744 0.269 0.943  C1 1.084
8 H 3.217 0.417 -0.741  C1 1.082
9 H 0.835 0.698 -1.425  C2 1.092
10 H 1.293 1.949 -0.264  C2 1.114
11 H -1.422 -1.761 -0.800  C5 1.106
12 H -1.800 -1.860 0.917  C5 1.065
13 H -3.071 -2.171 -0.280  C5 1.100
14 O 0.088 -0.400 1.356  C3 1.211
15 S -1.441 2.750 0.295  C4 1.638
16 S -2.762 0.156 -0.021  C4 1.734, C5 1.812

***

Computed, not measured: a cluster of 4 separate species, C6H20O7 in total, with ωB97M-V/def2-TZVPD.

Summary:
- energy (eV) = -20877.33626
- Kohn-Sham gap (eV) = 10.5
- molecular weight (g mol⁻¹) = 204.2
- relative energy (zero: lowest compared OMol25 entry of this formula, charge and spin) (eV) = 2.1523
- maximum force (eV/A) = 2.78
- HOMO energy (eV) = -10.220

Last columns: bonded neighbours and bond lengths (Å).
CARTESIAN COORDINATES (ANGSTROEM)
1 O 1.233 -1.024 -0.903  H2 1.003, H3 0.960
2 H 1.178 -0.184 -0.358  O1 1.003
3 H 0.540 -1.043 -1.567  O1 0.960
4 C -0.162 -1.292 1.916  C5 1.547, O7 1.413, H8 1.104, H9 1.098
5 C -1.586 -1.816 2.220  C4 1.547, O6 1.450, H10 1.090, H11 1.108
6 O -2.118 -2.455 1.032  C5 1.450, H12 0.976
7 O 0.631 -2.369 1.458  C4 1.413, H13 0.971
8 H 0.301 -0.705 2.728  C4 1.104
9 H -0.166 -0.636 1.035  C4 1.098
10 H -2.317 -1.095 2.585  C5 1.090
11 H -1.546 -2.588 3.014  C5 1.108
12 H -1.332 -2.853 0.612  O6 0.976
13 H 1.103 -1.973 0.707  O7 0.971
14 C 3.056 1.847 -0.809  C15 1.512, O17 1.432, H18 1.043, H19 1.086
15 C 2.348 2.045 0.512  C14 1.512, O16 1.431, H20 1.069, H21 1.150
16 O 1.159 1.263 0.664  C15 1.431, H22 0.954
17 O 3.760 0.600 -0.815  C14 1.432, H23 0.945
18 H 3.788 2.588 -0.863  C14 1.043
19 H 2.459 1.958 -1.710  C14 1.086
20 H 2.107 3.080 0.629  C15 1.069
21 H 3.138 1.789 1.307  C15 1.150
22 H 0.893 1.443 1.562  O16 0.954
23 H 3.107 0.000 -1.142  O17 0.945
24 C -1.887 0.753 -2.183  C25 1.538, O27 1.402, H28 1.068, H29 1.148
25 C -2.316 0.799 -0.706  C24 1.538, O26 1.500, H30 1.067, H31 1.072
26 O -3.213 -0.385 -0.498  C25 1.500, H32 1.010
27 O -1.259 -0.469 -2.462  C24 1.402, H33 0.991
28 H -1.155 1.506 -2.376  C24 1.068
29 H -2.804 0.992 -2.830  C24 1.148
30 H -2.778 1.725 -0.445  C25 1.067
31 H -1.427 0.702 -0.115  C25 1.072
32 H -2.765 -1.058 0.107  O26 1.010
33 H -1.969 -1.144 -2.310  O27 0.991